The following is a DFT calculation (the ωB97M-V functional and the def2-TZVPD basis) of a molecular structure, C7H5LiO3Rb at a distorted geometry.

Gap between HOMO and LUMO (spin up / spin down) ... 2.8 / 4.2 eV
Net charge ... -1
LUMO (spin up / spin down) ... 1.37 / 1.82 eV
ΔE to the lowest compared entry with this formula, charge and spin ... 134.05 kJ/mol

CARTESIAN COORDINATES (ANGSTROEM)
O (3.2481, 1.9036, 6.4215)
C (2.5771, 1.3750, 5.5205)
C (1.9711, 0.9545, 4.5230)
C (1.2558, 0.7538, 3.2883)
C (1.7066, -0.1024, 2.2436)
O (0.8748, -0.9465, 1.5904)
Li (0.9205, -2.6847, 1.4127)
H (0.1607, 0.8631, 3.3438)
H (2.7573, -0.4323, 2.2927)
C (3.7891, 3.6226, 0.8789)
C (3.1809, 2.4297, 0.8637)
C (1.8639, 2.1311, 1.5009)
O (0.8391, 2.3538, 0.7154)
Rb (-1.3780, 0.0020, -0.2304)
H (3.2407, 4.5198, 1.1794)
H (4.8364, 3.7301, 0.5879)
H (3.4642, 1.6858, 0.1013)

Atomic forces in eV per Å
-1.32 -1.39 -1.16
1.56 1.90 0.99
-1.01 -0.27 -1.91
1.08 -1.25 1.26
-0.48 -0.71 0.96
0.28 0.86 -0.24
-0.14 0.43 -0.06
0.42 0.43 -0.43
-0.18 0.47 -0.15
-0.16 -0.23 0.17
-0.11 -0.21 -0.59
-3.69 1.49 -2.69
2.28 -1.21 2.24
0.78 0.17 0.50
0.45 -0.34 0.74
-0.50 0.10 -0.62
0.76 -0.24 0.99

The molecule's Mulliken atomic charges, reported in e, are given here: number 1, O, carries -0.749; number 2, C, carries 1.146; number 3, C, carries -0.996; number 4, C, carries -0.180; number 5, C, carries -0.310; number 6, O, carries -0.676; number 7, Li, carries 0.471; number 8, H, carries 0.189; number 9, H, carries 0.291; number 10, C, carries -0.592; number 11, C, carries -0.065; number 12, C, carries -0.002; number 13, O, carries -0.652; number 14, Rb, carries 0.374; number 15, H, carries 0.242; number 16, H, carries 0.257; number 17, H, carries 0.252

=====

The following is a DFT calculation (the ωB97M-V functional and the def2-TZVPD basis) of a molecular structure, C17H40F4InO9P2 at a distorted geometry.

Gap between HOMO and LUMO ... 7.1 eV
Net charge ... -1
LUMO ... 2.58 eV

CARTESIAN COORDINATES (ANGSTROEM)
C (-6.0687, -0.9946, 0.2880)
C (-5.2595, -0.9421, -0.9916)
F (-4.4419, -2.1193, -0.9971)
In (-3.8302, 0.8059, -0.9989)
C (-2.9781, 0.8440, 1.0942)
C (-2.0158, 2.0053, 1.3021)
O (-0.7642, 1.5093, 1.7823)
C (-2.5459, 3.1169, 2.2455)
F (-3.7261, 2.8615, 2.8200)
F (-2.6933, 4.2773, 1.5861)
F (-1.7014, 3.3411, 3.2648)
H (-6.9290, -0.3201, 0.2450)
H (-5.4843, -0.6887, 1.1600)
H (-6.4535, -2.0020, 0.4965)
H (-5.9237, -0.9314, -1.8588)
H (-2.4879, 0.5377, -2.1429)
H (-4.6300, 2.3468, -1.3974)
H (-2.4684, -0.1124, 1.2180)
H (-3.8430, 0.8410, 1.7551)
H (-1.7800, 2.4714, 0.3445)
H (-0.9659, 0.8933, 2.4971)
O (-0.3773, -2.4287, 2.0518)
P (-0.0667, -3.4797, 1.0663)
O (0.2342, -4.8228, 1.9470)
C (-0.7620, -5.2545, 2.8763)
C (-1.9011, -6.0049, 2.2055)
O (1.4269, -3.0357, 0.5837)
C (1.9172, -1.7074, 0.8217)
C (2.7617, -1.6486, 2.0792)
O (-0.4113, -4.1654, -0.3233)
C (0.4686, -5.1181, -0.9387)
C (0.0260, -6.5478, -0.7082)
H (-1.1493, -4.3954, 3.4285)
H (-0.2564, -5.9013, 3.5942)
H (-2.3035, -5.4445, 1.3599)
H (-2.7059, -6.1866, 2.9189)
H (-1.5619, -6.9693, 1.8260)
H (1.0972, -0.9938, 0.8646)
H (2.5262, -1.4445, -0.0436)
H (2.2943, -2.1997, 2.8952)
H (2.9102, -0.6144, 2.3914)
H (3.7415, -2.0997, 1.9072)
H (1.4974, -4.9780, -0.6192)
H (0.4280, -4.8966, -2.0053)
H (0.2882, -6.8852, 0.2933)
H (0.5301, -7.2068, -1.4176)
H (-1.0528, -6.6502, -0.8255)
O (2.9560, 1.9959, -0.1133)
P (2.3716, 2.9187, -1.0939)
O (3.5874, 3.6292, -1.9066)
C (4.5919, 2.7910, -2.4824)
C (4.1487, 2.1610, -3.7928)
O (1.8373, 4.1704, -0.2125)
C (1.7071, 4.0645, 1.2087)
C (2.9218, 4.6311, 1.9198)
O (1.2026, 2.9568, -2.1465)
C (0.8099, 4.1704, -2.8111)
C (1.3850, 4.2759, -4.2072)
H (4.8793, 2.0159, -1.7683)
H (5.4655, 3.4225, -2.6461)
H (3.1770, 1.6751, -3.6916)
H (4.8786, 1.4199, -4.1218)
H (4.0562, 2.9142, -4.5753)
H (1.5170, 3.0329, 1.4948)
H (0.8223, 4.6386, 1.4856)
H (3.8471, 4.3104, 1.4408)
H (2.9380, 4.3150, 2.9637)
H (2.9104, 5.7230, 1.8926)
H (1.0634, 5.0484, -2.2229)
H (-0.2769, 4.1236, -2.8699)
H (2.4323, 4.5750, -4.1817)
H (0.8419, 5.0361, -4.7707)
H (1.3201, 3.3234, -4.7330)

Atomic forces in eV per Å
-0.16 -0.05 0.21
0.40 0.88 0.57
-0.29 -0.16 -0.32
0.05 -0.10 -0.15
-0.80 0.06 -0.49
0.07 -1.19 0.10
0.20 0.48 0.10
0.20 -0.32 -0.26
-0.41 -0.11 0.05
0.02 0.39 -0.13
0.27 0.26 0.22
0.05 0.05 -0.14
0.05 -0.10 -0.03
-0.02 -0.01 -0.12
0.10 -0.56 -0.10
-0.07 0.00 0.09
-0.03 -0.03 0.11
0.20 0.11 -0.03
0.15 0.16 0.22
0.15 0.31 0.18
0.00 -0.09 -0.14
-2.90 0.07 -1.08
5.68 -0.73 1.08
-0.37 0.11 -0.41
-0.22 0.00 0.25
0.12 -0.11 -0.08
-0.21 -0.24 -0.16
0.14 0.16 0.18
0.16 -0.14 0.06
-2.17 0.90 0.42
0.16 -0.45 -0.49
-0.06 -0.06 0.31
0.07 0.07 -0.07
0.09 0.01 -0.05
-0.07 0.06 0.08
0.00 0.05 0.01
0.00 0.00 -0.02
-0.08 -0.08 0.07
-0.05 -0.08 -0.05
-0.17 0.10 -0.01
0.00 0.01 -0.05
0.00 0.01 0.00
-0.06 0.19 0.17
-0.10 0.16 0.05
-0.02 0.05 0.03
-0.03 0.06 -0.08
0.02 0.01 -0.14
-0.90 -2.01 -1.31
0.93 4.48 1.94
-0.37 -0.36 -0.20
0.22 -0.24 -0.07
-0.04 0.15 -0.06
0.04 -0.06 -0.39
0.05 0.01 0.35
0.10 0.20 -0.10
0.29 -1.99 -0.07
-0.49 0.36 -0.45
0.34 -0.05 0.01
-0.10 0.04 0.08
-0.06 0.09 0.04
0.06 -0.09 0.04
0.01 -0.02 0.04
-0.01 0.00 0.00
0.06 -0.04 -0.05
-0.06 -0.02 -0.14
-0.04 -0.19 0.03
-0.03 0.00 0.00
0.00 0.00 0.01
0.13 -0.14 0.21
0.01 -0.17 0.12
0.01 -0.03 0.04
-0.09 -0.05 0.03
-0.15 0.03 -0.02

The molecule's Mulliken atomic charges, reported in e, are given here: number 1, C, carries -1.026; number 2, C, carries -0.162; number 3, F, carries -0.331; number 4, In, carries 0.769; number 5, C, carries -1.447; number 6, C, carries 0.300; number 7, O, carries -0.471; number 8, C, carries 0.881; number 9, F, carries -0.320; number 10, F, carries -0.299; number 11, F, carries -0.286; number 12, H, carries 0.271; number 13, H, carries 0.222; number 14, H, carries 0.335; number 15, H, carries 0.299; number 16, H, carries -0.408; number 17, H, carries -0.409; number 18, H, carries 0.304; number 19, H, carries 0.419; number 20, H, carries 0.151; number 21, H, carries 0.219; number 22, O, carries -0.783; number 23, P, carries 1.187; number 24, O, carries -0.365; number 25, C, carries -0.342; number 26, C, carries -0.949; number 27, O, carries -0.435; number 28, C, carries -0.018; number 29, C, carries -1.148; number 30, O, carries -0.280; number 31, C, carries -0.117; number 32, C, carries -1.056; number 33, H, carries 0.322; number 34, H, carries 0.311; number 35, H, carries 0.238; number 36, H, carries 0.399; number 37, H, carries 0.222; number 38, H, carries 0.120; number 39, H, carries 0.275; number 40, H, carries 0.321; number 41, H, carries 0.295; number 42, H, carries 0.333; number 43, H, carries 0.224; number 44, H, carries 0.398; number 45, H, carries 0.165; number 46, H, carries 0.434; number 47, H, carries 0.262; number 48, O, carries -0.749; number 49, P, carries 1.033; number 50, O, carries -0.400; number 51, C, carries -0.359; number 52, C, carries -0.954; number 53, O, carries -0.464; number 54, C, carries -0.019; number 55, C, carries -1.256; number 56, O, carries -0.111; number 57, C, carries -0.162; number 58, C, carries -1.095; number 59, H, carries 0.305; number 60, H, carries 0.322; number 61, H, carries 0.233; number 62, H, carries 0.398; number 63, H, carries 0.227; number 64, H, carries 0.160; number 65, H, carries 0.337; number 66, H, carries 0.299; number 67, H, carries 0.351; number 68, H, carries 0.345; number 69, H, carries 0.252; number 70, H, carries 0.419; number 71, H, carries 0.171; number 72, H, carries 0.439; number 73, H, carries 0.255

=====

| no. | energy (eV) |
| --- | --- |
| 1 | -14336.8929 |
| 2 | -71329.5839 |